Formula: C5H6O2
Source: the Open Molecules 2025 dataset
Level of theory: ωB97M-V/def2-TZVPD

Calculated values
Lowest unoccupied orbital energy: 0.922 eV
Energy relative to the best compared isomer or geometry (same formula, charge and spin): 265.69 kJ/mol
E_HOMO: -9.623 eV
DFT total energy: -9374.342 eV

Geometry as ORCA input:
```
! wB97M-V def2-TZVPD RIJCOSX def2/J DEFGRID3
* xyz 0 1
O 1.464 1.914 -0.917
C 1.592 0.931 -0.230
C 0.838 -0.379 -0.472
O 0.660 -1.072 0.788
C -0.749 -0.983 0.644
C -1.221 0.436 0.519
C -0.675 -0.290 -0.679
H 2.230 0.906 0.686
H 1.327 -0.999 -1.239
H -1.329 -1.817 1.019
H -2.290 0.627 0.515
H -0.631 1.229 0.957
H -1.217 -0.504 -1.592
*
```


Formula: C6H9O2
Source: the Open Molecules 2025 dataset
Level of theory: ωB97M-V/def2-TZVPD

Calculated values
Lowest unoccupied orbital energy: 3.392 eV
Energy relative to the best compared isomer or geometry (same formula, charge and spin): 349.53 kJ/mol
E_HOMO: -3.880 eV
DFT total energy: -10460.395 eV

Geometry as ORCA input:
```
! wB97M-V def2-TZVPD RIJCOSX def2/J DEFGRID3
* xyz -1 1
O 3.658 -0.074 1.247
C 2.864 -0.136 0.291
O 3.178 0.041 -0.923
C 1.426 -0.666 0.492
C 0.324 -0.206 -0.485
C -0.646 0.784 0.134
C -3.015 0.468 -0.448
C -2.048 0.090 0.380
H 1.616 -1.733 0.372
H 1.234 -0.529 1.564
H 0.831 0.058 -1.411
H -0.204 -1.116 -0.833
H -0.917 1.532 -0.631
H -0.230 1.265 0.994
H -2.887 1.236 -1.202
H -4.026 0.051 -0.353
H -1.158 -1.067 0.812
*
```


Formula: CH4N2O3
Source: the Open Molecules 2025 dataset
Level of theory: ωB97M-V/def2-TZVPD

Calculated values
Lowest unoccupied orbital energy (spin up / spin down): -0.476 / -0.476 eV
Energy relative to the best compared isomer or geometry (same formula, charge and spin): 283.54 kJ/mol
E_HOMO (spin up / spin down): -9.781 / -9.780 eV
DFT total energy: -10219.488 eV

Geometry as ORCA input:
```
! wB97M-V def2-TZVPD RIJCOSX def2/J DEFGRID3
* xyz 0 1
C 0.027 -0.095 0.713
N 0.218 0.163 -0.691
N -0.658 -2.756 1.119
O -0.045 -3.717 1.293
O -1.750 -2.411 0.926
O 0.457 -1.308 1.157
H 0.657 0.617 1.276
H -1.024 0.091 0.980
H -0.511 -0.257 -1.255
H 1.117 -0.207 -0.984
*
```


Formula: H3OS2
Source: the Open Molecules 2025 dataset
Level of theory: ωB97M-V/def2-TZVPD

Calculated values
Lowest unoccupied orbital energy: 3.789 eV
Energy relative to the best compared isomer or geometry (same formula, charge and spin): 12.02 kJ/mol
E_HOMO: -2.532 eV
DFT total energy: -23768.137 eV

Geometry as ORCA input:
```
! wB97M-V def2-TZVPD RIJCOSX def2/J DEFGRID3
* xyz -1 1
O -1.782 -0.253 -0.482
H -1.720 -0.863 -1.217
S 1.235 -1.003 0.857
S 1.139 1.112 0.937
H -0.911 -0.340 -0.070
H 2.039 1.346 -0.025
*
```


Formula: C4H2NO8S2
Source: the Open Molecules 2025 dataset
Level of theory: ωB97M-V/def2-TZVPD

Calculated values
Lowest unoccupied orbital energy: 3.331 eV
Energy relative to the best compared isomer or geometry (same formula, charge and spin): 492.67 kJ/mol
E_HOMO: -5.271 eV
DFT total energy: -43716.799 eV

Geometry as ORCA input:
```
! wB97M-V def2-TZVPD RIJCOSX def2/J DEFGRID3
* xyz -1 1
C -1.435 0.879 0.885
C -0.477 1.598 0.275
C 1.768 0.700 0.575
C 1.097 -0.433 0.274
N 0.813 1.912 0.128
O 0.433 -2.227 -1.485
O -1.595 1.968 -0.233
O 2.659 1.027 1.363
O -1.357 -1.674 1.053
O -3.434 -0.806 0.101
O -1.413 -0.555 -1.229
O 0.630 0.191 -2.184
O 1.709 -1.597 0.743
S -2.033 -0.676 0.279
S 0.322 -0.817 -1.194
H 1.359 2.542 -0.573
H 0.955 -2.029 1.219
*
```


Formula: C6H22HgN6O6
Source: the Open Molecules 2025 dataset
Level of theory: ωB97M-V/def2-TZVPD

Calculated values
Lowest unoccupied orbital energy: 0.561 eV
Energy relative to the best compared isomer or geometry (same formula, charge and spin): 0.00 kJ/mol
E_HOMO: -6.918 eV
DFT total energy: -31979.045 eV

Geometry as ORCA input:
```
! wB97M-V def2-TZVPD RIJCOSX def2/J DEFGRID3
* xyz 0 1
Hg -0.234 -0.049 0.640
C -0.893 -3.690 -0.074
C 0.490 -3.148 0.236
O 0.754 -1.858 -0.117
H -1.668 -3.015 0.291
H -1.034 -4.693 0.354
H -1.037 -3.937 -1.133
H 1.238 -3.894 -0.121
H 0.731 -3.313 1.320
C -0.982 3.001 0.733
O -1.196 1.801 1.361
H -0.029 3.086 0.180
H -1.813 3.290 0.055
H -0.984 3.852 1.448
C 1.378 1.632 -2.155
O 0.640 1.052 -1.384
N 0.885 2.477 -3.130
N 2.741 1.478 -2.152
H 1.475 2.967 -3.774
H -0.022 2.833 -2.882
H 3.132 0.885 -1.445
H 3.276 2.156 -2.658
C -2.907 -0.814 -1.538
O -2.169 -0.484 -0.622
N -2.947 -0.111 -2.709
N -3.936 -1.696 -1.315
H -2.425 0.741 -2.771
H -3.567 -0.376 -3.449
H -4.502 -2.004 -2.082
H -3.952 -2.100 -0.399
C 2.586 0.775 2.456
O 1.576 0.192 2.079
N 3.804 0.527 1.894
N 2.544 1.697 3.460
H 4.610 1.031 2.211
H 3.919 -0.217 1.231
H 3.342 2.038 3.960
H 1.636 2.070 3.675
O -1.419 -1.276 2.413
H -0.862 -1.851 2.950
H -2.178 -1.057 2.963
*
```


Formula: C22H20N3OPt
Source: the Open Molecules 2025 dataset
Level of theory: ωB97M-V/def2-TZVPD

Calculated values
Lowest unoccupied orbital energy (spin up / spin down): -12.916 / -12.927 eV
Energy relative to the best compared isomer or geometry (same formula, charge and spin): 0.00 kJ/mol
E_HOMO (spin up / spin down): -18.451 / -18.439 eV
DFT total energy: -32876.009 eV

Geometry as ORCA input:
```
! wB97M-V def2-TZVPD RIJCOSX def2/J DEFGRID3
* xyz 3 1
Pt -0.134 0.390 0.089
C -2.034 0.752 3.994
C -1.585 1.083 2.712
N -0.915 0.222 1.953
C -0.697 -1.039 2.406
C -1.069 -1.428 3.694
C -1.756 -0.493 4.502
C -0.720 -2.734 4.126
C -0.016 -3.609 3.303
C 0.289 -3.260 2.003
C -0.114 -2.004 1.491
N 0.013 -1.553 0.220
C 0.378 -2.170 -0.933
C 0.475 -3.559 -1.154
C 0.878 -4.045 -2.384
C 1.139 -3.175 -3.432
C 0.966 -1.772 -3.292
C 1.077 -0.873 -4.376
C 0.782 0.451 -4.176
C 0.435 0.884 -2.894
N 0.387 0.068 -1.848
C 0.606 -1.265 -2.040
H -2.573 1.490 4.571
H -1.746 2.069 2.297
H -2.068 -0.767 5.503
H -0.982 -3.041 5.132
H 0.298 -4.570 3.687
H 0.874 -3.941 1.404
H 0.172 -4.263 -0.394
H 0.950 -5.113 -2.541
H 1.435 -3.570 -4.397
H 1.365 -1.238 -5.355
H 0.815 1.167 -4.985
H 0.204 1.922 -2.704
C -0.113 4.311 -1.347
C 0.989 4.480 -0.297
C 1.133 3.099 0.319
O -0.195 2.451 0.125
C -1.064 3.335 -0.693
H 0.290 3.923 -2.283
H -0.614 5.252 -1.566
H 0.701 5.212 0.455
H 1.929 4.803 -0.738
H 1.316 3.111 1.390
H 1.877 2.481 -0.183
H -1.744 3.826 0.002
H -1.635 2.699 -1.368
*
```


Look up the energy relative to the best compared isomer or geometry (same formula, charge and spin) of the first one. 265.69 kJ/mol